Computed, not measured: a molecular structure, C33H21CoF12NPS, with ωB97M-V with the def2-TZVPD basis set.

The geometry in XYZ format:
```
70
Properties=species:S:1:pos:R:3:forces:R:3:lowdin_charge:R:1
Co 1.358 0.090 0.241 1.42 -0.97 0.24 0.5139
C 3.240 -2.977 -0.844 -0.72 0.68 -0.08 -0.1122
C 2.329 -2.736 0.174 0.17 1.09 -0.88 -0.1412
C 2.138 -3.689 1.111 -1.01 -0.95 2.61 -0.0872
C 2.737 -4.966 0.980 0.03 1.54 -0.13 -0.0468
C 3.620 -5.195 -0.051 0.30 0.16 -0.91 -0.0391
C 3.918 -4.156 -0.952 0.70 -0.29 0.50 -0.0506
H 3.347 -2.231 -1.588 0.47 0.70 -0.70 0.0708
H 1.841 -1.696 0.174 0.28 -1.70 0.26 0.0201
H 1.566 -3.489 2.061 0.39 -0.24 -1.24 0.1302
H 2.599 -5.657 1.778 -0.23 -0.65 0.24 0.1085
H 4.078 -6.158 -0.230 0.12 -0.04 0.39 0.1205
H 4.787 -4.151 -1.620 -0.65 -0.65 -0.09 0.1284
F 5.478 2.064 -1.713 0.10 -0.34 1.48 0.0823
C 5.306 2.660 -0.487 1.78 1.32 -2.35 -0.5457
F 4.391 3.620 -0.771 0.10 -0.61 1.15 0.1485
F 6.480 3.281 -0.221 -1.10 -0.67 0.37 0.1615
C 4.864 1.734 0.637 -0.80 0.11 -0.71 -0.0653
C 5.371 1.790 1.924 -0.63 1.11 0.07 0.1036
C 4.557 1.258 2.983 3.25 0.60 -0.85 0.0492
C 3.373 0.696 2.673 -2.96 -1.59 -1.52 -0.0461
N 2.955 0.469 1.393 0.71 1.44 0.36 -0.0315
C 3.683 0.980 0.351 1.23 0.31 1.36 -0.6041
S 3.118 0.683 -1.225 -0.57 -0.12 -0.06 1.0302
H 6.252 2.472 2.061 -0.76 -1.13 0.30 0.1703
H 4.987 1.216 3.974 -0.43 0.36 0.20 0.1429
H 2.603 0.375 3.377 0.71 0.03 0.26 0.1443
F -2.487 6.000 -3.537 0.07 0.11 -0.64 0.1800
C -2.012 6.069 -2.308 1.28 1.30 -0.28 -0.5444
F -2.838 6.867 -1.620 0.84 -0.49 0.09 0.1710
F -0.717 6.666 -2.380 -2.26 -0.63 0.20 0.0874
C -1.816 4.699 -1.759 0.58 -1.04 1.60 -0.0733
C -2.236 4.370 -0.451 -0.17 0.01 -0.56 0.0305
C -1.990 3.101 0.027 1.57 -1.65 0.23 -0.0325
C -1.170 2.218 -0.740 -0.52 0.77 0.42 -0.3485
C -0.693 2.566 -2.005 -1.22 0.69 1.17 -0.0868
C -1.040 3.799 -2.522 -0.87 1.08 -0.06 0.0313
P -0.708 0.597 -0.110 -4.46 -0.44 -0.21 1.0139
C -1.907 0.276 1.261 1.90 0.29 1.58 -0.3654
C -3.146 -0.274 1.089 -0.81 0.15 -1.32 -0.0612
C -3.961 -0.635 2.145 0.74 0.92 0.91 0.0377
C -3.644 -0.276 3.452 1.14 0.62 -1.27 -0.0711
C -2.444 0.459 3.628 -0.45 -0.87 0.99 0.0189
C -1.536 0.581 2.586 0.31 0.50 0.22 -0.0938
C -4.557 -0.683 4.562 -1.43 0.01 3.01 -0.4686
F -3.852 -0.685 5.765 -0.84 -0.11 -1.70 0.1005
F -5.635 0.169 4.779 1.74 -0.97 -0.77 0.1202
F -5.106 -1.925 4.407 0.96 1.40 -0.20 0.1403
C -1.298 -0.705 -1.308 -0.58 -0.75 0.83 -0.3354
C -2.075 -0.443 -2.428 0.97 0.10 -0.29 -0.0629
C -2.503 -1.454 -3.282 -0.03 -0.50 0.82 0.0238
C -2.149 -2.778 -3.027 -0.45 0.22 -0.13 -0.0717
C -1.520 -3.089 -1.801 -0.45 0.00 0.28 0.0144
C -1.249 -2.070 -0.889 0.42 0.05 0.29 -0.0910
C -2.705 -3.896 -3.913 -1.07 -1.06 -1.73 -0.4428
F -1.742 -4.728 -4.372 -0.56 0.42 1.12 0.1422
F -3.340 -3.505 -5.125 0.86 -0.01 3.00 0.0857
F -3.628 -4.613 -3.153 1.46 0.98 -1.42 0.1141
H -2.768 5.045 0.213 0.00 0.20 -0.48 0.1371
H -2.259 2.732 1.038 -0.17 0.74 -0.79 0.1148
H -0.214 1.786 -2.512 1.04 -0.53 -1.27 0.0851
H -0.811 4.163 -3.520 0.36 -0.49 0.07 0.1397
H -3.520 -0.297 0.073 -0.17 -0.68 0.00 0.1267
H -4.883 -1.098 1.994 -1.31 -0.78 -0.54 0.1215
H -2.169 0.840 4.619 -0.14 -0.35 -0.40 0.1365
H -0.540 0.963 2.880 -0.57 -0.01 -0.53 0.1066
H -2.342 0.561 -2.668 -0.06 0.59 -0.18 0.1059
H -3.223 -1.180 -4.023 -0.02 -0.16 -0.70 0.1305
H -1.361 -4.121 -1.448 -0.31 0.48 -0.49 0.1444
H -1.185 -2.361 0.195 0.76 0.41 -1.15 0.1333
```
Positions in Å, forces in eV/Å.

Properties
- net charge = +2
- F_max (eV/A) = 4.48
- highest occupied orbital energy (alpha / beta) (Eh) = -0.5456 / -0.5451
- energy above the lowest of the compared OMol25 structures with the same formula, charge and spin (kcal/mol) = 15.9
- multiplicity = 5